# 1
Below is C2HF in the gas phase, with properties calculated with wB97M-V/def2-TZVPD.

Computed properties:
ΔE to the lowest compared entry with this formula, charge and spin = 67.03 kcal/mol
Gap between HOMO and LUMO (spin up / spin down) = 8.4 / 8.4 eV
HOMO (spin up / spin down) = -9.39 / -9.50 eV
LUMO energy (spin up / spin down) = -1.04 / -1.11 eV
Net charge = 0
Electronic energy = -4801.1523 eV
Multiplicity = 1
SMILES = C#CF

Atoms and positions in Å:
1 C -0.4532 0.3296 0.4422
2 C -0.9640 1.8098 0.2695
3 F -2.0894 2.3739 0.4352
4 H 0.2634 -0.1105 -0.1376

Quick look at the Löwdin charges, all values in e: 0.13 -0.11 0.06 -0.08

***

# 2
Below is 2 unconnected molecules or ions with the total composition C2HF2IO, with properties calculated with wB97M-V/def2-TZVPD.

Computed properties:
ΔE to the lowest compared entry with this formula, charge and spin = 69.31 kcal/mol
Gap between HOMO and LUMO (spin up / spin down) = 7.9 / 8.1 eV
HOMO (spin up / spin down) = -8.39 / -8.45 eV
LUMO energy (spin up / spin down) = -0.52 / -0.39 eV
Net charge = 0
Electronic energy = -17669.4137 eV
Multiplicity = 1

Atoms and positions in Å:
1 C -1.2655 0.8846 -0.0808
2 C 0.6566 -0.7287 0.0541
3 O -0.8101 1.9445 -0.1149
4 F 0.7718 -1.5740 -1.0381
5 F 0.5660 -1.5656 1.0893
6 I 2.2326 0.6888 -0.0189
7 H -2.1513 0.3504 0.1093

Quick look at the Löwdin charges, all values in e: -0.01 -0.84 0.06 -0.10 -0.02 0.83 0.08

***

# 3
Below is 2 unconnected molecules or ions with the total composition C2HF2N, with properties calculated with wB97M-V/def2-TZVPD.

Computed properties:
ΔE to the lowest compared entry with this formula, charge and spin = 104.39 kcal/mol
Gap between HOMO and LUMO (spin up / spin down) = 10.0 / 10.0 eV
HOMO (spin up / spin down) = -11.43 / -9.60 eV
LUMO energy (spin up / spin down) = -1.43 / 0.35 eV
Net charge = 0
Electronic energy = -9009.7143 eV
Multiplicity = 1

Atoms and positions in Å:
1 C -2.4788 -0.0427 0.7034
2 C -1.8737 -1.2357 0.8192
3 N -2.8895 1.0130 0.5244
4 F -1.1179 -1.6132 1.8917
5 F -1.7909 -2.2044 -0.0916
6 H 0.9311 -0.2857 0.1656

Quick look at the Löwdin charges, all values in e: -0.17 -0.32 0.20 0.08 0.13 0.08

***

# 4
Below is 2 unconnected molecules or ions with the total composition C2HF3N2, with properties calculated with wB97M-V/def2-TZVPD.

Computed properties:
ΔE to the lowest compared entry with this formula, charge and spin = 7.98 kcal/mol
Gap between HOMO and LUMO (spin up / spin down) = 8.3 / 10.5 eV
HOMO (spin up / spin down) = -7.79 / -11.81 eV
LUMO energy (spin up / spin down) = 0.48 / -1.31 eV
Net charge = 0
Electronic energy = -13216.0059 eV
Multiplicity = 3

Atoms and positions in Å:
1 C -0.0498 -0.5328 -0.0776
2 C 2.7343 -0.0280 -0.0052
3 N 0.2128 -1.6703 0.3075
4 N 0.9414 -1.1184 -0.8633
5 F 2.3249 0.4958 1.1235
6 F 3.7705 -0.8679 0.1732
7 F 3.0914 0.8498 -0.9411
8 H -0.5985 0.3639 0.0527

Quick look at the Löwdin charges, all values in e: -0.21 -0.50 0.12 0.09 0.14 0.11 0.13 0.11

***

# 5
Below is 2 unconnected molecules or ions with the total composition C2HF3N4O, with properties calculated with wB97M-V/def2-TZVPD.

Computed properties:
ΔE to the lowest compared entry with this formula, charge and spin = 76.14 kcal/mol
Gap between HOMO and LUMO (spin up / spin down) = 8.1 / 8.1 eV
HOMO (spin up / spin down) = -21.65 / -21.66 eV
LUMO energy (spin up / spin down) = -13.58 / -13.58 eV
Net charge = +2
Electronic energy = -18222.1295 eV
Multiplicity = 1

Atoms and positions in Å:
1 C 1.4494 -0.2089 0.0870
2 C 0.4151 -1.1703 0.6970
3 N -3.1329 0.4862 -1.3924
4 N -2.3780 1.0856 -0.7563
5 N 2.3958 0.1997 -0.4045
6 N -1.3814 1.3412 -0.0913
7 O -1.0605 2.2996 0.4776
8 F 0.3966 -1.0646 1.9544
9 F -0.7699 -0.9863 0.2045
10 F 0.9052 -2.3632 0.2902
11 H 3.1605 0.3810 -1.0662

Quick look at the Löwdin charges, all values in e: 0.23 -0.65 0.55 0.10 0.46 0.02 0.34 0.31 0.20 0.22 0.21

***

# 6
Below is C2HF3NP in the gas phase, with properties calculated with wB97M-V/def2-TZVPD.

Computed properties:
ΔE to the lowest compared entry with this formula, charge and spin = 20.33 kcal/mol
Gap between HOMO and LUMO (spin up / spin down) = 8.6 / 8.6 eV
HOMO (spin up / spin down) = -9.42 / -9.42 eV
LUMO energy (spin up / spin down) = -0.83 / -0.83 eV
Net charge = 0
Electronic energy = -21019.6889 eV
Multiplicity = 1
SMILES = N#CC(F)=[PH](F)F

Atoms and positions in Å:
1 N -0.1616 0.5528 2.8603
2 C -0.0695 0.5440 1.7193
3 C -0.1192 0.7619 0.2613
4 F 0.5534 1.9197 0.0824
5 P 0.2072 -0.6042 -0.8464
6 F -0.9162 -1.4312 -0.3130
7 F -0.4058 -0.1785 -2.2296
8 H 0.9117 -1.5645 -1.5343

Quick look at the Löwdin charges, all values in e: 0.15 -0.25 -0.35 -0.04 0.75 -0.12 -0.17 0.03

***

# 7
Below is 2 unconnected molecules or ions with the total composition C2HF3O2, with properties calculated with wB97M-V/def2-TZVPD.

Computed properties:
ΔE to the lowest compared entry with this formula, charge and spin = 65.87 kcal/mol
Gap between HOMO and LUMO = 11.5 eV
HOMO = -11.13 eV
LUMO energy = 0.34 eV
Net charge = 0
Electronic energy = -14335.4476 eV
Multiplicity = 1

Atoms and positions in Å:
1 C 1.0529 0.7769 1.0071
2 C -0.7182 -1.3041 -1.4109
3 O 1.1290 1.4211 1.9790
4 O 0.1457 -0.0870 0.5906
5 F 1.9009 0.9138 -0.0597
6 F -0.8897 -0.3040 -2.2052
7 F -1.8805 -1.4273 -0.8482
8 H -0.7400 0.0106 0.9473

Quick look at the Löwdin charges, all values in e: -0.58 -0.12 0.20 0.10 0.11 0.08 0.06 0.13

***

# 8
Below is 2 unconnected molecules or ions with the total composition C2HF3O2S, with properties calculated with wB97M-V/def2-TZVPD.

Computed properties:
ΔE to the lowest compared entry with this formula, charge and spin = 1.74 kcal/mol
Gap between HOMO and LUMO = 10.3 eV
HOMO = -10.03 eV
LUMO energy = 0.23 eV
Net charge = 0
Electronic energy = -25171.6708 eV
Multiplicity = 1

Atoms and positions in Å:
1 C -1.6304 -0.4876 1.8156
2 C 1.5886 -1.7301 0.0798
3 O -2.5689 -0.4596 1.2316
4 O 0.7506 0.7524 -0.2203
5 F 2.5434 -2.6196 0.2316
6 F 1.0499 -2.0696 -1.1007
7 F 0.6843 -2.0302 0.9935
8 S 2.1195 -0.0123 0.0032
9 H 0.4980 0.9899 0.7185

Quick look at the Löwdin charges, all values in e: -0.01 -0.93 0.07 -0.45 0.13 0.08 0.08 0.98 0.05

***

# 9
Below is 2 unconnected molecules or ions with the total composition C2HF4IO, with properties calculated with wB97M-V/def2-TZVPD.

Computed properties:
ΔE to the lowest compared entry with this formula, charge and spin = 51.30 kcal/mol
Gap between HOMO and LUMO = 7.4 eV
HOMO = -9.00 eV
LUMO energy = -1.62 eV
Net charge = 0
Electronic energy = -23105.7336 eV
Multiplicity = 1
SMILES = OC(F)=C(F)F.FI

Atoms and positions in Å:
1 O 2.1818 -0.4264 0.2589
2 C 0.9952 -0.0530 -0.2185
3 F 0.3162 -1.0165 -0.8714
4 C 0.4486 1.1550 -0.1127
5 F 1.0115 2.1879 0.4984
6 F -0.7393 1.4664 -0.6261
7 H 2.3433 -1.3576 0.0480
8 F -2.5175 -0.7556 1.0793
9 I -4.0398 -1.2002 -0.0560

Quick look at the Löwdin charges, all values in e: 0.13 -0.34 0.10 -0.30 0.14 0.12 0.13 -0.80 0.82

***

# 10
Below is a molecular structure, C2HF5NO5S2Tl, with properties calculated with wB97M-V/def2-TZVPD.

Computed properties:
Gap between HOMO and LUMO (spin up / spin down) = 5.3 / 4.4 eV
HOMO (spin up / spin down) = -14.38 / -13.50 eV
LUMO energy (spin up / spin down) = -9.06 / -9.06 eV
Net charge = +1
Electronic energy = -53751.2601 eV
Multiplicity = 2

Atoms and positions in Å:
1 N 0.2175 0.2954 -0.0225
2 S 1.7853 0.6698 -0.2953
3 O 2.0370 1.5459 -1.4308
4 O 2.1931 1.2096 1.0552
5 C 2.6729 -1.0233 -0.1349
6 F 1.9683 -1.9218 -0.8540
7 F 3.8460 -0.8586 -0.7959
8 S -0.4458 0.0581 1.6539
9 O 0.6097 -0.7099 2.4195
10 O -1.7324 -0.6520 1.6734
11 Tl 2.5172 -0.6034 2.0212
12 C -1.0662 0.3768 -0.8956
13 F -0.6226 0.8522 -2.0597
14 F -1.5620 -0.8334 -1.1571
15 F -2.0674 1.1750 -0.5285
16 O -5.6454 0.1190 -0.4411
17 H -4.7052 0.3006 -0.2079

Quick look at the Löwdin charges, all values in e: -0.26 0.76 -0.17 -0.40 -0.49 0.11 0.09 0.90 -0.53 -0.29 1.37 -0.64 0.16 0.19 0.19 0.01 -0.01

***

# 11
Below is a molecular structure, C2HFGaO2, with properties calculated with wB97M-V/def2-TZVPD.

Computed properties:
ΔE to the lowest compared entry with this formula, charge and spin = 15.50 kcal/mol
Gap between HOMO and LUMO (spin up / spin down) = 9.4 / 6.2 eV
HOMO (spin up / spin down) = -10.30 / -10.32 eV
LUMO energy (spin up / spin down) = -0.89 / -4.14 eV
Net charge = 0
Electronic energy = -61271.5772 eV
Multiplicity = 2

Atoms and positions in Å:
1 C 0.9568 0.9212 0.2970
2 C -0.0127 0.5534 0.9469
3 O 1.7966 0.8524 -0.7214
4 H 1.5317 0.0803 -1.3941
5 Ga -2.0990 -1.2862 0.9938
6 O -1.0421 -0.1820 1.1936
7 F 0.9314 -1.0169 -2.0375

Quick look at the Löwdin charges, all values in e: 0.00 -0.06 0.08 0.06 0.65 -0.27 -0.46

***

# 12
Below is a molecular structure, C2HFHgO4, with properties calculated with wB97M-V/def2-TZVPD.

Computed properties:
Gap between HOMO and LUMO (spin up / spin down) = 9.1 / 4.3 eV
HOMO (spin up / spin down) = -13.67 / -13.67 eV
LUMO energy (spin up / spin down) = -4.53 / -9.32 eV
Net charge = +1
Electronic energy = -17164.2239 eV
Multiplicity = 2

Atoms and positions in Å:
1 O -0.0738 2.4522 -2.9504
2 C -0.3414 1.6276 -2.1728
3 O -0.6690 0.7962 -1.4499
4 Hg 0.4228 4.1096 -4.6555
5 F -0.1035 -0.2936 1.9925
6 O 1.0503 -2.0469 2.3856
7 C -0.1359 -1.6216 2.0361
8 O -1.1252 -2.2395 1.8056
9 H 0.9755 -2.7840 3.0089

Quick look at the Löwdin charges, all values in e: -0.02 -0.36 0.30 1.08 0.14 0.17 -0.63 0.17 0.15